No. 1
This record from OMol25 describes a structure of composition C56H55AsGe2IrN3O6S5. The level of theory is ωB97M-V/def2-TZVPD.

Geometry as XYZ:
```
129
Properties=species:S:1:pos:R:3
Ir -2.530 -0.409 1.356
C 2.741 6.089 -2.017
C 2.780 5.237 -0.774
C 3.801 4.318 -0.573
C 3.827 3.499 0.549
C 4.918 2.478 0.723
C 2.798 3.598 1.490
C 1.766 4.527 1.312
C 0.644 4.644 2.314
C 1.778 5.334 0.182
C 2.868 2.754 2.726
C 3.688 3.242 3.746
C 3.863 2.535 4.918
C 3.190 1.337 5.089
C 2.337 0.837 4.109
C 2.178 1.535 2.884
Ge 0.939 0.860 1.437
S -1.027 1.042 2.431
S 1.314 1.581 -0.627
Ge -0.267 0.201 -1.877
S -0.621 -1.397 -0.062
S 1.155 -1.333 1.001
C 0.735 -1.167 -3.206
C -0.195 -1.645 -4.151
C 0.182 -2.485 -5.199
C 1.503 -2.865 -5.360
C 2.432 -2.426 -4.434
C 2.065 -1.601 -3.357
C 3.232 -1.335 -2.453
C 4.082 -0.249 -2.670
C 3.673 0.888 -3.570
C 5.327 -0.227 -2.044
C 5.732 -1.239 -1.186
C 7.116 -1.255 -0.583
C 4.840 -2.272 -0.920
C 3.607 -2.348 -1.557
C 2.714 -3.545 -1.338
C -1.667 -1.328 -4.096
C -2.197 -0.257 -4.820
C -1.310 0.758 -5.501
C -3.575 -0.065 -4.840
C -4.436 -0.895 -4.138
C -5.925 -0.647 -4.129
C -3.895 -1.955 -3.420
C -2.526 -2.186 -3.393
C -1.991 -3.333 -2.570
C 1.623 -0.442 4.432
C 2.100 -1.669 3.970
C 3.409 -1.791 3.223
C 1.333 -2.814 4.178
C 0.108 -2.761 4.821
C -0.796 -3.966 4.870
C -0.292 -1.548 5.377
C 0.456 -0.393 5.214
C 0.025 0.893 5.874
H 3.731 6.172 -2.468
H 2.376 7.094 -1.796
H 2.070 5.647 -2.758
H 4.590 4.222 -1.314
H 5.749 2.683 0.047
H 4.526 1.483 0.493
H 5.293 2.457 1.746
H 1.026 4.682 3.337
H -0.024 3.781 2.250
H 0.048 5.537 2.124
H 0.968 6.044 0.035
H 4.194 4.189 3.594
H 4.514 2.914 5.697
H 3.309 0.772 6.008
H -0.579 -2.829 -5.891
H 1.802 -3.503 -6.184
H 3.471 -2.730 -4.519
H 3.121 0.528 -4.440
H 4.543 1.454 -3.909
H 3.013 1.566 -3.019
H 6.000 0.603 -2.246
H 7.674 -0.358 -0.855
H 7.677 -2.122 -0.941
H 7.073 -1.316 0.508
H 5.127 -3.062 -0.229
H 3.148 -4.219 -0.596
H 2.567 -4.094 -2.270
H 1.728 -3.237 -0.988
H -0.271 0.435 -5.530
H -1.355 1.697 -4.943
H -1.645 0.952 -6.523
H -3.978 0.791 -5.376
H -6.141 0.422 -4.197
H -6.370 -1.029 -3.209
H -6.413 -1.143 -4.973
H -4.544 -2.585 -2.819
H -2.727 -3.626 -1.819
H -1.070 -3.057 -2.057
H -1.764 -4.197 -3.204
H 3.893 -0.824 3.092
H 3.242 -2.220 2.231
H 4.092 -2.450 3.765
H 1.682 -3.759 3.769
H -0.227 -4.895 4.801
H -1.488 -3.936 4.023
H -1.392 -3.983 5.784
H -1.230 -1.496 5.924
H -0.892 0.738 6.444
H -0.169 1.665 5.130
H 0.802 1.264 6.547
O -5.511 -2.946 2.101
As -4.697 -2.523 0.550
O -5.017 -3.722 -0.506
O -3.088 -2.423 1.138
C -5.836 -0.967 0.207
C -7.170 -1.183 0.555
C -8.107 -0.176 0.389
C -7.728 1.058 -0.122
C -6.413 1.281 -0.486
C -5.477 0.267 -0.324
S -3.862 0.514 -0.999
O -3.402 -0.857 -1.202
O -4.041 1.293 -2.190
O -2.964 1.217 0.012
H -4.788 -3.041 2.734
H -7.455 -2.143 0.963
H -9.134 -0.345 0.685
H -8.462 1.846 -0.237
H -6.094 2.220 -0.919
N -8.412 0.522 3.985
C -7.367 0.755 3.534
N -6.227 1.144 3.025
C -5.114 0.578 2.826
N -4.035 0.168 2.637
```

The value obtained for the relative energy (zero: lowest compared OMol25 entry of this formula, charge and spin) is 73.8 kcal/mol. Its net charge is -2. The calculation puts the LUMO energy (spin up / spin down) at 3.45 / 3.41 eV. As for the HOMO-LUMO gap (spin up / spin down): 5.9 / 5.8 eV.

Atomic partial charges in e from the Löwdin method, atoms 1 to 99:
1 Ir 0.887
2 C -0.058
3 C -0.277
4 C -0.028
5 C -0.247
6 C -0.027
7 C -0.191
8 C -0.222
9 C -0.026
10 C -0.019
11 C -0.215
12 C -0.052
13 C -0.076
14 C -0.049
15 C -0.211
16 C -0.177
17 Ge 0.020
18 S 0.215
19 S 0.144
20 Ge 0.670
21 S 0.103
22 S 0.195
23 C -0.223
24 C -0.255
25 C -0.043
26 C -0.087
27 C -0.062
28 C -0.214
29 C -0.130
30 C -0.212
31 C -0.035
32 C -0.026
33 C -0.283
34 C -0.063
35 C -0.020
36 C -0.218
37 C -0.041
38 C -0.193
39 C -0.234
40 C -0.046
41 C -0.032
42 C -0.284
43 C -0.048
44 C -0.033
45 C -0.219
46 C -0.037
47 C -0.160
48 C -0.266
49 C -0.062
50 C -0.035
51 C -0.265
52 C -0.049
53 C -0.012
54 C -0.236
55 C -0.048
56 H 0.067
57 H 0.070
58 H 0.082
59 H 0.112
60 H 0.073
61 H 0.081
62 H 0.072
63 H 0.081
64 H 0.043
65 H 0.075
66 H 0.116
67 H 0.120
68 H 0.096
69 H 0.118
70 H 0.117
71 H 0.091
72 H 0.117
73 H 0.076
74 H 0.071
75 H 0.050
76 H 0.108
77 H 0.066
78 H 0.072
79 H 0.073
80 H 0.113
81 H 0.074
82 H 0.080
83 H 0.040
84 H 0.066
85 H 0.079
86 H 0.072
87 H 0.117
88 H 0.073
89 H 0.073
90 H 0.070
91 H 0.108
92 H 0.064
93 H 0.020
94 H 0.083
95 H 0.074
96 H 0.030
97 H 0.080
98 H 0.120
99 H 0.070


No. 2
This record from OMol25 describes a structure of composition C56H57F6N4. The level of theory is ωB97M-V/def2-TZVPD.

Geometry as XYZ:
```
123
Properties=species:S:1:pos:R:3
C -2.539 -2.043 1.786
C -2.626 -0.514 1.700
C -3.181 0.072 2.995
C -3.425 -0.087 0.471
C -4.765 0.296 0.557
C -5.555 0.421 -0.592
C -4.984 0.202 -1.850
C -3.626 -0.109 -1.974
C -3.059 -0.356 -3.381
C -3.048 0.909 -4.224
C -3.805 -1.479 -4.088
C -2.846 -0.170 -0.809
N -1.446 -0.487 -0.921
N -1.167 -1.629 -1.593
N 0.178 -1.701 -1.651
C 0.797 -2.696 -2.503
C 1.646 -2.335 -3.580
C 1.634 -0.913 -4.163
C 0.567 -0.742 -5.258
C 3.001 -0.425 -4.633
C 2.442 -3.335 -4.162
C 2.310 -4.680 -3.792
C 1.291 -5.025 -2.900
C 0.511 -4.047 -2.259
C -0.581 -4.482 -1.273
C 0.020 -5.059 -0.002
C -1.639 -5.393 -1.895
C 0.752 -0.613 -1.024
C 2.184 -0.530 -0.966
C 2.913 -1.737 -0.837
C 4.289 -1.731 -0.971
C 5.084 -3.011 -0.801
F 6.211 -3.034 -1.578
F 5.513 -3.221 0.491
F 4.354 -4.126 -1.139
C 4.975 -0.550 -1.258
C 4.263 0.650 -1.271
C 5.068 1.903 -1.478
F 4.451 3.040 -1.018
F 6.299 1.849 -0.856
F 5.325 2.109 -2.808
C 2.884 0.684 -1.122
C -0.258 0.215 -0.582
C -0.175 1.466 0.109
H -2.097 -2.479 0.882
H -1.940 -2.360 2.650
H -3.549 -2.477 1.874
H -1.619 -0.099 1.558
H -3.221 1.164 2.939
H -4.189 -0.306 3.215
H -2.513 -0.192 3.823
H -5.215 0.460 1.536
H -6.622 0.679 -0.531
H -5.590 0.262 -2.765
H -2.031 -0.682 -3.224
H -2.427 1.684 -3.759
H -2.643 0.692 -5.221
H -4.072 1.290 -4.328
H -3.848 -2.375 -3.455
H -4.835 -1.160 -4.287
H -3.320 -1.730 -5.040
H 1.327 -0.255 -3.338
H -0.446 -0.948 -4.874
H 0.576 0.301 -5.607
H 0.752 -1.408 -6.117
H 3.740 -0.507 -3.832
H 3.353 -0.976 -5.512
H 2.922 0.635 -4.901
H 3.188 -3.092 -4.931
H 2.976 -5.458 -4.207
H 1.108 -6.087 -2.685
H -1.117 -3.565 -1.022
H 0.718 -4.345 0.453
H -0.772 -5.271 0.725
H 0.558 -5.989 -0.223
H -2.126 -4.889 -2.739
H -1.211 -6.342 -2.241
H -2.410 -5.600 -1.144
H 2.387 -2.664 -0.602
H 6.057 -0.571 -1.393
H 2.334 1.621 -1.152
H 0.556 2.203 -0.345
H -1.147 1.847 0.407
C -4.013 5.442 5.401
N -3.022 4.369 5.653
C -2.943 3.940 7.055
C -2.320 3.677 4.689
C -2.454 3.922 3.277
C -1.554 3.371 2.367
C -0.610 2.396 2.772
C 0.503 2.019 1.858
C 1.334 0.832 2.219
C 2.724 1.099 2.004
C 3.680 0.079 2.126
C 3.214 -1.228 2.299
C 1.847 -1.475 2.487
C 0.913 -0.442 2.540
C 2.851 2.528 1.692
C 1.538 3.091 1.646
C 1.397 4.466 1.670
C 2.540 5.280 1.721
C 3.832 4.738 1.776
C 3.978 3.344 1.742
C -0.597 2.023 4.152
C -1.398 2.663 5.077
H -3.870 6.134 4.539
H -5.055 5.039 5.260
H -3.979 6.094 6.297
H -1.914 3.993 7.416
H -3.517 4.619 7.689
H -3.299 2.907 7.187
H -3.267 4.559 2.896
H -1.595 3.658 1.300
H 4.755 0.285 2.030
H 3.923 -2.064 2.294
H 1.505 -2.498 2.636
H -0.138 -0.589 2.795
H 0.404 4.923 1.717
H 2.411 6.364 1.812
H 4.697 5.408 1.903
H 4.970 2.889 1.844
H 0.051 1.240 4.552
H -1.345 2.343 6.124
```

Its net charge is +1. The calculation puts the LUMO energy at -3.22 eV. As for the HOMO-LUMO gap: 6.4 eV.

Atomic partial charges in e from the Löwdin method, atoms 1 to 99:
1 C -0.035
2 C -0.369
3 C -0.062
4 C -0.114
5 C -0.010
6 C -0.030
7 C -0.018
8 C -0.111
9 C -0.402
10 C -0.054
11 C -0.053
12 C -0.084
13 N 0.060
14 N 0.198
15 N 0.065
16 C -0.100
17 C -0.114
18 C -0.363
19 C -0.036
20 C -0.051
21 C -0.010
22 C -0.037
23 C -0.014
24 C -0.117
25 C -0.395
26 C -0.049
27 C -0.047
28 C -0.082
29 C -0.120
30 C 0.056
31 C -0.081
32 C -0.482
33 F 0.125
34 F 0.116
35 F 0.116
36 C 0.075
37 C -0.098
38 C -0.490
39 F 0.120
40 F 0.114
41 F 0.128
42 C 0.072
43 C -0.095
44 C 0.061
45 H 0.060
46 H 0.085
47 H 0.099
48 H 0.088
49 H 0.073
50 H 0.088
51 H 0.084
52 H 0.112
53 H 0.120
54 H 0.122
55 H 0.082
56 H 0.086
57 H 0.083
58 H 0.085
59 H 0.085
60 H 0.080
61 H 0.087
62 H 0.111
63 H 0.064
64 H 0.089
65 H 0.096
66 H 0.070
67 H 0.085
68 H 0.092
69 H 0.122
70 H 0.125
71 H 0.125
72 H 0.080
73 H 0.071
74 H 0.085
75 H 0.088
76 H 0.083
77 H 0.082
78 H 0.086
79 H 0.136
80 H 0.151
81 H 0.134
82 H 0.123
83 H 0.081
84 C -0.058
85 N -0.179
86 C -0.064
87 C -0.209
88 C -0.013
89 C -0.067
90 C -0.193
91 C -0.145
92 C -0.143
93 C -0.103
94 C -0.003
95 C -0.078
96 C -0.067
97 C -0.026
98 C -0.119
99 C -0.122


No. 3
This record from OMol25 describes a structure of composition C56H59BeN3O2P2. The level of theory is ωB97M-V/def2-TZVPD.

Geometry as XYZ:
```
123
Properties=species:S:1:pos:R:3
Be 1.306 0.177 0.488
C -1.262 2.220 -2.358
C -0.306 2.263 -1.156
C -0.946 3.039 0.003
C 1.042 2.840 -1.551
C 1.034 4.095 -2.153
C 2.202 4.702 -2.567
C 3.408 4.078 -2.305
C 3.475 2.843 -1.672
C 4.870 2.334 -1.301
C 5.587 3.321 -0.370
C 5.749 2.089 -2.535
C 2.266 2.173 -1.351
N 2.299 0.896 -0.713
C 3.161 -0.055 -1.216
O 3.740 -0.087 -2.284
C 3.386 -1.116 -0.154
C 4.469 -1.932 0.105
C 4.508 -2.560 1.353
C 3.531 -2.326 2.321
C 2.477 -1.508 1.964
N 2.424 -1.021 0.742
C 1.468 -0.785 2.836
O 1.350 -1.063 4.017
N 0.864 0.221 2.121
C 0.140 1.177 2.920
C -0.994 0.808 3.660
C -1.581 1.748 4.501
C -1.078 3.030 4.611
C 0.026 3.392 3.861
C 0.651 2.484 3.013
C 1.895 2.932 2.270
C 1.695 4.295 1.602
C 3.092 2.965 3.229
C -1.624 -0.567 3.579
C -3.064 -0.445 3.075
C -1.589 -1.298 4.923
H -2.056 1.492 -2.188
H -0.746 1.956 -3.281
H -1.734 3.195 -2.501
H -0.165 1.243 -0.805
H -1.019 4.102 -0.236
H -0.367 2.928 0.923
H -1.955 2.660 0.192
H 0.085 4.597 -2.312
H 2.176 5.660 -3.073
H 4.330 4.569 -2.594
H 4.770 1.398 -0.753
H 5.722 4.290 -0.853
H 6.574 2.934 -0.105
H 5.025 3.478 0.548
H 5.881 3.015 -3.100
H 5.301 1.346 -3.187
H 6.737 1.736 -2.225
H 5.277 -2.032 -0.607
H 5.357 -3.188 1.599
H 3.597 -2.726 3.324
H -2.445 1.465 5.092
H -1.540 3.746 5.281
H 0.422 4.398 3.948
H 2.120 2.210 1.488
H 1.593 5.092 2.343
H 0.807 4.302 0.965
H 2.552 4.535 0.976
H 2.934 3.714 4.008
H 4.010 3.216 2.689
H 3.228 1.995 3.715
H -1.057 -1.161 2.860
H -3.677 0.121 3.782
H -3.514 -1.431 2.945
H -3.085 0.069 2.115
H -2.158 -0.755 5.682
H -0.562 -1.405 5.266
H -2.032 -2.293 4.820
C -2.006 -1.971 -1.444
P -0.277 -1.664 -0.784
C -0.060 -3.160 0.260
C 1.070 -3.974 0.193
C 1.252 -5.008 1.101
C 0.334 -5.217 2.120
C -0.789 -4.407 2.207
C -0.990 -3.395 1.278
C 0.527 -2.089 -2.380
C 0.612 -3.397 -2.864
C 1.154 -3.643 -4.115
C 1.594 -2.588 -4.907
C 1.473 -1.286 -4.451
C 0.940 -1.040 -3.194
P -3.475 -1.504 -0.386
C -4.626 -2.866 -0.868
C -5.963 -2.626 -1.193
C -6.837 -3.680 -1.429
C -6.398 -4.992 -1.326
C -5.079 -5.243 -0.977
C -4.206 -4.192 -0.742
C -4.157 -0.094 -1.350
C -4.513 1.063 -0.664
C -5.012 2.168 -1.347
C -5.164 2.118 -2.722
C -4.827 0.960 -3.416
C -4.327 -0.137 -2.735
H -2.053 -3.041 -1.641
H -2.059 -1.447 -2.396
H 1.817 -3.802 -0.572
H 2.127 -5.642 1.021
H 0.500 -6.002 2.848
H -1.503 -4.552 3.009
H -1.876 -2.776 1.357
H 0.243 -4.224 -2.273
H 1.234 -4.660 -4.480
H 2.033 -2.784 -5.878
H 1.809 -0.458 -5.062
H 0.872 -0.020 -2.834
H -6.332 -1.612 -1.266
H -7.867 -3.469 -1.690
H -7.081 -5.812 -1.507
H -4.731 -6.264 -0.878
H -3.182 -4.413 -0.452
H -4.394 1.100 0.412
H -5.278 3.065 -0.801
H -5.550 2.977 -3.258
H -4.959 0.914 -4.490
H -4.074 -1.038 -3.284
```

The value obtained for the relative energy (zero: lowest compared OMol25 entry of this formula, charge and spin) is 0.0 kcal/mol. The calculation puts the LUMO energy at -0.31 eV. As for the HOMO-LUMO gap: 7.7 eV.

Atomic partial charges in e from the Löwdin method, atoms 1 to 99:
1 Be 0.192
2 C -0.046
3 C -0.364
4 C -0.038
5 C -0.146
6 C -0.049
7 C -0.069
8 C -0.046
9 C -0.114
10 C -0.363
11 C -0.055
12 C -0.060
13 C -0.124
14 N 0.085
15 C -0.452
16 O 0.076
17 C -0.127
18 C 0.035
19 C -0.016
20 C 0.032
21 C -0.128
22 N 0.062
23 C -0.411
24 O 0.082
25 N 0.083
26 C -0.133
27 C -0.128
28 C -0.037
29 C -0.066
30 C -0.038
31 C -0.159
32 C -0.366
33 C -0.053
34 C -0.039
35 C -0.373
36 C -0.085
37 C -0.055
38 H 0.054
39 H 0.084
40 H 0.082
41 H 0.057
42 H 0.088
43 H 0.046
44 H 0.081
45 H 0.113
46 H 0.103
47 H 0.108
48 H 0.111
49 H 0.075
50 H 0.080
51 H 0.059
52 H 0.075
53 H 0.065
54 H 0.080
55 H 0.126
56 H 0.114
57 H 0.127
58 H 0.108
59 H 0.102
60 H 0.108
61 H 0.098
62 H 0.077
63 H 0.051
64 H 0.078
65 H 0.083
66 H 0.065
67 H 0.084
68 H 0.097
69 H 0.076
70 H 0.067
71 H 0.033
72 H 0.076
73 H 0.067
74 H 0.074
75 C -0.469
76 P 1.081
77 C -0.368
78 C -0.116
79 C -0.078
80 C -0.077
81 C -0.066
82 C -0.116
83 C -0.369
84 C -0.099
85 C -0.075
86 C -0.077
87 C -0.064
88 C -0.102
89 P 1.056
90 C -0.367
91 C -0.094
92 C -0.084
93 C -0.093
94 C -0.086
95 C -0.110
96 C -0.415
97 C -0.113
98 C -0.082
99 C -0.084